1.
{"formula": "C22H34Cl2O3W", "method": "the ωB97M-V functional and the def2-TZVPD basis", "species": ["C", "C", "C", "C", "C", "C", "C", "C", "C", "C", "W", "Cl", "Cl", "O", "H", "H", "H", "H", "H", "H", "H", "H", "H", "H", "H", "H", "H", "H", "H", "H", "O", "H", "C", "C", "C", "C", "C", "C", "C", "C", "C", "C", "C", "C", "O", "H", "H", "H", "H", "H", "H", "H", "H", "H", "H", "H", "H", "H", "H", "H", "H", "H"], "positions_angstrom": [[2.0945, -0.7678, -0.9618], [1.0403, -1.1812, -1.8543], [0.2130, -2.1202, -1.1674], [0.9102, -0.8597, -3.3026], [0.7799, -2.3537, 0.1267], [1.9259, -1.4978, 0.2804], [2.7282, -1.3545, 1.5226], [3.1570, 0.2296, -1.2535], [-0.9137, -2.8928, -1.7715], [0.2562, -3.3122, 1.1323], [0.1679, -0.0151, 0.0435], [-2.1854, 1.1770, -4.4984], [-0.0024, 1.6430, -1.5776], [-0.8042, -0.8779, 1.4987], [1.4782, 0.0379, -3.5700], [-0.1374, -0.6777, -3.5884], [1.2893, -1.6968, -3.9137], [-1.4743, -2.2860, -2.4962], [-1.6083, -3.2538, -1.0015], [-0.5279, -3.7779, -2.3048], [-0.8388, -3.3684, 1.0854], [0.5414, -3.0142, 2.1476], [0.6466, -4.3251, 0.9528], [2.0937, -1.5238, 2.4042], [3.1591, -0.3477, 1.5901], [3.5471, -2.0865, 1.5558], [2.7923, 0.9962, -1.9496], [4.0331, -0.2519, -1.7114], [3.4863, 0.7214, -0.3290], [-1.6555, -0.4161, 1.6753], [1.2777, 1.2146, 1.1088], [1.1640, 1.4966, 2.0342], [-2.4643, 3.7918, -1.8365], [-3.5804, 3.1066, -1.0446], [-3.6723, 1.6412, -1.4862], [-3.4596, 3.3164, 0.4718], [-4.2146, 4.3181, 1.0453], [-4.1750, 4.5631, 2.4147], [-3.3178, 3.8639, 3.2529], [-2.5060, 2.8800, 2.7077], [-1.5756, 2.0743, 3.6036], [-0.6325, 2.9757, 4.3948], [-2.3833, 1.2271, 4.5858], [-2.6300, 2.5034, 1.3223], [-2.0831, 1.4269, 0.8890], [-1.4988, 3.4912, -1.4084], [-2.5396, 4.8878, -1.8126], [-2.4755, 3.4207, -2.8718], [-4.5302, 3.5926, -1.3218], [-2.6851, 1.1797, -1.3589], [-4.4183, 1.0805, -0.9052], [-3.8839, 1.5929, -2.5658], [-4.8698, 4.9244, 0.4041], [-4.8217, 5.3304, 2.8337], [-3.2867, 4.0740, 4.3394], [-0.9959, 1.4179, 2.9388], [-1.2118, 3.7080, 4.9739], [-0.0361, 2.3629, 5.0820], [0.0398, 3.5243, 3.7263], [-2.9884, 0.4806, 4.0587], [-1.7043, 0.7182, 5.2808], [-3.0665, 1.8709, 5.1591]], "e_lumo_ev": [4.49, 4.47], "homo_ev": [-1.02, -1.16], "total_energy_ev": -56381.930, "charge": -2, "spin_multiplicity": 3}

***

2.
{"formula": "C12H18ClO13", "method": "the ωB97M-V functional and the def2-TZVPD basis", "species": ["Cl", "O", "O", "O", "O", "C", "C", "C", "O", "C", "O", "O", "H", "H", "H", "H", "H", "H", "C", "C", "C", "O", "C", "O", "O", "H", "H", "H", "H", "H", "H", "C", "C", "C", "O", "C", "O", "O", "H", "H", "H", "H", "H", "H"], "positions_angstrom": [[-0.9673, -0.5462, 0.7293], [-0.1018, 0.5794, 0.5729], [-1.5343, -1.0296, -0.5154], [-0.2197, -1.6252, 1.3417], [-2.1003, -0.1499, 1.5484], [-3.8574, 2.6101, -2.2925], [-2.8534, 1.4849, -2.2584], [-3.1106, 0.2590, -3.1752], [-1.8677, 0.0441, -3.8131], [-1.0354, 1.0871, -3.5897], [0.0625, 1.2009, -4.0493], [-1.6294, 1.9861, -2.8035], [-3.5690, 3.5298, -1.7831], [-4.8011, 2.2835, -1.8479], [-4.0391, 2.9468, -3.3186], [-2.6994, 1.1282, -1.2362], [-3.8302, 0.5590, -3.9488], [-3.4861, -0.5807, -2.5982], [1.8411, -0.7531, 4.0368], [1.2757, 0.6461, 4.0790], [-0.1400, 0.9337, 4.6364], [0.0988, 1.9889, 5.5666], [1.4285, 2.1257, 5.8097], [1.8808, 2.8131, 6.6698], [2.1256, 1.3737, 4.9655], [1.9176, -1.0759, 5.0843], [2.8141, -0.9633, 3.5960], [1.2110, -1.5181, 3.5738], [1.3139, 1.0493, 3.0613], [-0.5067, 0.0307, 5.1348], [-0.8568, 1.2006, 3.8657], [1.1135, -3.1337, -1.6543], [1.7375, -1.9578, -2.3657], [2.0359, -0.6690, -1.6043], [3.3312, -0.2718, -2.0120], [3.8310, -1.1896, -2.8458], [4.8316, -1.0629, -3.4813], [3.0679, -2.2974, -2.8651], [1.5311, -3.4078, -0.6885], [1.3260, -4.0011, -2.2921], [0.0299, -3.0494, -1.6450], [1.1791, -1.7248, -3.2753], [2.0077, -0.8758, -0.5312], [1.2134, 0.0224, -1.7815]], "e_lumo_ev": 2.67, "homo_ev": -7.16, "total_energy_ev": -51872.156, "charge": -1, "e_above_lowest_kcal_mol": 0.0}

***

3.
{"formula": "C3H7N2O", "method": "the ωB97M-V functional and the def2-TZVPD basis", "species": ["O", "H", "H", "C", "C", "C", "N", "N", "H", "H", "H", "H", "H"], "positions_angstrom": [[0.4521, -3.5678, -3.2017], [0.6030, -3.5968, -4.1736], [-0.0110, -2.7133, -3.0480], [1.1992, 1.5041, 1.0829], [1.8553, 0.3289, 1.1507], [0.0000, 0.0000, 0.0000], [0.0086, 1.2930, 0.4516], [1.1640, -0.5675, 0.3847], [1.4843, 2.4808, 1.4737], [2.7239, -0.0373, 1.6980], [-0.7528, -0.4476, -0.6489], [-0.6588, 2.0364, 0.1772], [1.4806, -1.5493, 0.2888]], "e_lumo_ev": -3.82, "homo_ev": -14.32, "total_energy_ev": -8245.492, "charge": 1, "e_above_lowest_kcal_mol": 14.9}